Here is a structure of composition C20H12BBiF9N6SbSe4 in a non-equilibrium geometry from the Open Molecules 2025 dataset. Energies are from ωB97M-V with the def2-TZVPD basis set.

Calculated values
LUMO (eV): 3.25
HOMO (eV): -1.8
Spin multiplicity: 1
Net charge: -2
Energy relative to the best compared isomer or geometry (same formula, charge and spin) (kJ/mol): 133.72
HOMO-LUMO gap (eV): 5.01

Cartesian coordinates (Å):
Bi 1.4265 -1.9688 -0.7935
C 3.3070 2.6808 -2.7715
C 3.4323 1.5680 -1.9539
N 2.4481 1.2086 -1.1586
C 1.3143 1.9076 -1.1524
C 1.2029 3.0081 -2.0068
N 2.1891 3.3950 -2.7955
C 0.2869 1.4657 -0.2034
C -0.9277 2.1183 -0.0448
C -1.8608 1.6531 0.8905
C -1.4529 0.5926 1.7022
C -0.2121 -0.0011 1.4831
N 0.6061 0.3926 0.5177
C 0.2481 -1.1151 2.3132
C -0.0996 -1.1997 3.6612
N 0.2781 -2.2056 4.4281
C 1.0222 -3.1449 3.8584
C 1.4219 -3.0568 2.5354
N 1.0440 -2.0414 1.7753
C -3.1890 2.2722 1.0154
C -3.5873 3.3317 0.1908
C -4.8336 3.9030 0.3501
N -5.7195 3.5100 1.2526
C -5.3616 2.4982 2.0304
C -4.1379 1.8563 1.9586
H 4.1053 3.0044 -3.4229
H 4.3196 0.9481 -1.9207
H 0.3031 3.6049 -2.0694
H -1.1395 2.9734 -0.6642
H -2.0948 0.1735 2.4579
H -0.6882 -0.4273 4.1415
H 1.3046 -3.9828 4.4786
H 2.0326 -3.8162 2.0699
H -2.9460 3.7140 -0.5854
H -5.1401 4.7314 -0.2785
H -6.1045 2.1935 2.7587
H -3.9445 1.0314 2.6230
Se 4.4876 -1.8396 1.8566
Sb 5.4670 -3.6444 0.1102
Se 3.2716 -0.5486 0.3692
Se 3.0186 -3.8958 -1.1731
Se 7.0513 -2.5360 -1.3225
F -1.6944 -1.4307 -0.4538
B -2.2659 -2.5486 0.1677
F -2.0440 -3.6578 -0.6142
F -1.6568 -2.7359 1.4080
F -3.6148 -2.3291 0.3581
F 1.2877 0.0722 -3.3844
C 1.7956 -1.2135 -3.1556
F 3.0832 -1.1556 -3.6319
C 0.9700 -2.1064 -4.0721
F -0.3421 -1.8850 -3.8603
F 1.1630 -1.9110 -5.3994
F 1.1679 -3.4130 -3.8745

***

Here is the molecule C20H12F3N3O5S3 in a non-equilibrium geometry from the Open Molecules 2025 dataset. Energies are from ωB97M-V with the def2-TZVPD basis set.

Calculated values
LUMO (eV): 0.13
HOMO (eV): -8.8
Spin multiplicity: 1
Net charge: 0
Energy relative to the best compared isomer or geometry (same formula, charge and spin) (kJ/mol): 11.99
HOMO-LUMO gap (eV): 8.98

Cartesian coordinates (Å):
O -6.6180 -0.3629 -0.3461
C -5.4843 -0.1292 -0.0342
C -4.8750 -0.6048 1.2832
O -3.4854 -0.8628 1.2073
C -3.1027 -1.6767 0.1869
O -3.9124 -2.1900 -0.5451
C -1.6447 -1.7545 0.0406
C -1.1377 -2.3325 -1.1248
C 0.2167 -2.3577 -1.3565
C 1.1038 -1.8047 -0.4268
N 2.4579 -1.8144 -0.6864
S 3.7158 -1.8398 0.4427
O 4.6879 -2.7237 -0.1188
O 3.1964 -2.0815 1.7506
C 4.3356 -0.1962 0.3595
C 4.2132 0.7995 1.2798
C 4.8754 1.9768 0.8757
C 5.4790 1.8398 -0.3357
S 5.2644 0.2733 -1.0048
C 0.5981 -1.2195 0.7363
C -0.7609 -1.2026 0.9686
N -4.6604 0.6121 -0.8692
C -3.3853 1.0343 -0.6343
N -2.4078 0.8539 -1.4422
C -1.2464 1.3689 -0.9629
C 0.0131 1.2509 -1.5497
F 0.1678 0.6112 -2.7107
C 1.1169 1.7887 -0.9073
F 2.3358 1.6632 -1.4537
C 0.9684 2.4556 0.3118
F 2.0499 2.9830 0.9023
C -0.2604 2.5799 0.9252
C -1.3562 2.0282 0.2857
S -2.9984 1.9764 0.8273
H -5.4228 -1.5096 1.5691
H -4.9999 0.1581 2.0558
H -1.8309 -2.7494 -1.8386
H 0.6059 -2.7998 -2.2613
H 2.7320 -2.2748 -1.5412
H 3.6768 0.6793 2.2027
H 4.8886 2.8806 1.4557
H 6.0401 2.5752 -0.8769
H 1.2830 -0.8114 1.4601
H -1.1468 -0.7620 1.8747
H -4.9398 0.5831 -1.8449
H -0.3462 3.0886 1.8706

***

Here is a cluster of 3 separate species, C20H13F17NO7P in total in a non-equilibrium geometry from the Open Molecules 2025 dataset. Energies are from ωB97M-V with the def2-TZVPD basis set.

Calculated values
LUMO (eV): -1.38
HOMO (eV): -10.2
Spin multiplicity: 1
Net charge: 0
HOMO-LUMO gap (eV): 8.80

Cartesian coordinates (Å):
O -0.1104 4.2567 6.5834
N 0.0783 5.2447 6.0258
O 1.2006 5.1581 5.0624
C 1.0936 4.0636 4.2369
C 0.0904 3.9339 3.3712
C 0.0260 2.7130 2.5402
O -0.3821 2.7129 1.4125
C 0.5367 1.4837 3.2104
C -0.0355 0.2468 2.9670
C 0.4549 -0.8586 3.6523
C 1.4968 -0.7369 4.5673
P 2.0766 -2.2235 5.4480
O 3.1802 -2.0080 6.4027
C 2.0804 0.5135 4.7886
F 3.0722 0.6790 5.6441
C 1.5900 1.6255 4.1043
C 2.1391 2.9969 4.3186
O 3.2942 3.2367 4.4888
H -0.6850 4.6761 3.2765
H -0.8439 0.1551 2.2612
H -0.0054 -1.8224 3.4900
H 0.9342 -2.8243 6.0158
H 2.4909 -3.0799 4.4101
F 1.2085 -3.2791 -1.5421
C 1.2102 -2.6887 -2.7564
F 1.4439 -3.6609 -3.6766
C 2.3013 -1.6244 -2.8649
F 3.5209 -2.1938 -2.7552
F 2.2025 -1.1260 -4.1321
C 2.2094 -0.4139 -1.9211
O 3.0130 -0.4228 -0.7527
C 2.5818 -1.0038 0.4109
F 1.2884 -1.3749 0.3365
F 2.6615 -0.0611 1.3776
C 3.4853 -2.1622 0.8354
F 3.5150 -3.1175 -0.1092
F 2.9876 -2.7072 1.9732
H 0.2299 -2.2626 -2.9508
H 2.6071 0.4185 -2.4993
H 1.1748 -0.1552 -1.6967
H 4.5003 -1.8044 1.0177
F -4.1408 -1.9545 -3.8724
C -2.8153 -1.9530 -3.6545
F -2.5804 -2.6118 -2.4925
C -2.2698 -0.5295 -3.5218
F -2.7903 0.0753 -2.4392
F -0.9234 -0.6790 -3.2856
C -2.3884 0.3997 -4.7422
O -3.4482 1.3359 -4.7518
C -4.6938 1.0127 -5.2368
F -4.7023 -0.1901 -5.8393
F -5.0032 1.9293 -6.1774
C -5.7637 1.1127 -4.1466
F -5.4836 0.2759 -3.1285
F -6.9580 0.7598 -4.6705
H -2.3108 -2.4883 -4.4648
H -1.4954 1.0222 -4.7039
H -2.3264 -0.1543 -5.6791
H -5.8204 2.1343 -3.7657

***

Here is the molecule C20H13N5OS in a non-equilibrium geometry from the Open Molecules 2025 dataset. Energies are from ωB97M-V with the def2-TZVPD basis set.

Calculated values
LUMO (eV): -1.41
HOMO (eV): -8.3
Spin multiplicity: 1
Net charge: 0
Energy relative to the best compared isomer or geometry (same formula, charge and spin) (kJ/mol): 98.53
HOMO-LUMO gap (eV): 6.92

Cartesian coordinates (Å):
N -3.2507 -1.5457 -0.6124
C -1.9214 -1.5544 -0.7707
N -1.5452 -2.7741 -1.0518
C -0.2223 -2.9873 -1.0336
C 0.7092 -1.9992 -0.6457
C 2.1312 -2.3558 -0.6189
C 2.7392 -2.9045 -1.7416
C 4.1058 -3.2521 -1.6641
C 4.8283 -3.0794 -0.4745
C 4.1795 -2.5153 0.6344
N 4.8537 -2.2729 1.8039
C 4.0503 -1.7856 2.6882
S 2.3857 -1.4969 2.1339
C 2.8695 -2.1353 0.5970
C 0.2990 -0.7447 -0.3735
C -1.0558 -0.4627 -0.4518
C -1.5919 0.9156 -0.2269
C -1.0112 1.7705 0.7080
C -1.5163 3.1398 0.8402
N -0.7444 4.0091 1.3921
C -1.2233 5.2871 1.5716
N -2.3112 5.7699 1.0500
C -3.0910 4.9173 0.3001
O -4.0346 5.4114 -0.3131
C -2.9559 3.4139 0.4589
C -3.3785 2.5565 -0.7339
C -2.7437 1.3833 -1.0109
H -3.5721 -0.9479 0.1348
H -3.5937 -2.4987 -0.7004
H 0.1795 -3.9627 -1.3626
H 2.1678 -3.0442 -2.6548
H 4.5966 -3.6441 -2.5425
H 5.8759 -3.3813 -0.4638
H 4.3485 -1.5920 3.7019
H 1.0214 0.0317 -0.0697
H -0.1373 1.4685 1.3169
H -0.5476 5.9817 2.0911
H -3.6202 3.1959 1.2931
H -4.1980 2.9191 -1.3622
H -3.0746 0.7653 -1.8369

***

Here is a structure of composition C20H14AuBrIN2O3 from the Open Molecules 2025 dataset. Energies are from ωB97M-V with the def2-TZVPD basis set.

Calculated values
LUMO (spin up / spin down) (eV): -3.51 / -5.64
⟨S²⟩: 2.07
HOMO (spin up / spin down) (eV): -11.1 / -11.2
Spin multiplicity: 3
Net charge: +1
Energy relative to the best compared isomer or geometry (same formula, charge and spin) (kJ/mol): 0.00
HOMO-LUMO gap (spin up / spin down) (eV): 7.64 / 5.55

Cartesian coordinates (Å):
Au 0.2910 0.9666 0.3143
O -2.2527 -2.2824 -3.8091
C -2.8040 -1.0571 -3.8097
C -3.9286 -0.8933 -4.6199
C -4.5557 0.3280 -4.7015
C -4.0856 1.4295 -3.9784
C -2.9949 1.2755 -3.1637
C -2.3322 0.0366 -3.0545
C -1.2034 -0.0313 -2.1393
O -0.9324 0.9478 -1.4078
N -0.4582 -1.1908 -2.1805
N 0.5729 -1.3172 -1.4467
C 1.1725 -2.3380 -0.9643
C 2.5364 -2.3297 -0.4947
C 3.0359 -3.4620 0.1254
C 4.3558 -3.5106 0.5610
C 5.2216 -2.4121 0.3780
C 4.7788 -1.2809 -0.2371
C 3.4133 -1.1750 -0.7092
O 3.0034 -0.1448 -1.2653
H -1.4006 -2.2563 -3.3442
H -4.2770 -1.7493 -5.1807
H -5.4214 0.4349 -5.3419
H -4.5764 2.3885 -4.0603
H -2.6174 2.1067 -2.5855
H 0.5983 -3.2627 -0.8925
H 2.3924 -4.3217 0.2660
H 4.7270 -4.4065 1.0393
H 6.2436 -2.4834 0.7249
H 5.4150 -0.4213 -0.4000
Br -2.1533 1.6896 2.2854
C -1.0550 2.2932 3.6967
C -1.6472 3.1589 4.6102
C -0.9336 3.6326 5.6967
C 0.3846 3.2456 5.8838
C 0.9841 2.3911 4.9759
C 0.2666 1.9180 3.8827
I 1.3586 0.6199 2.6425
H -2.6771 3.4507 4.4608
H -1.4127 4.3027 6.3971
H 0.9508 3.6100 6.7296
H 2.0166 2.1001 5.1163

***

Which of these has the highest net charge?
C20H14AuBrIN2O3

***

What is the formula in the second record?
C20H12F3N3O5S3

***

Copy entry 5 word for word.
Here is a structure of composition C20H14AuBrIN2O3 from the Open Molecules 2025 dataset. Energies are from ωB97M-V with the def2-TZVPD basis set.

Calculated values
LUMO (spin up / spin down) (eV): -3.51 / -5.64
⟨S²⟩: 2.07
HOMO (spin up / spin down) (eV): -11.1 / -11.2
Spin multiplicity: 3
Net charge: +1
Energy relative to the best compared isomer or geometry (same formula, charge and spin) (kJ/mol): 0.00
HOMO-LUMO gap (spin up / spin down) (eV): 7.64 / 5.55

Cartesian coordinates (Å):
Au 0.2910 0.9666 0.3143
O -2.2527 -2.2824 -3.8091
C -2.8040 -1.0571 -3.8097
C -3.9286 -0.8933 -4.6199
C -4.5557 0.3280 -4.7015
C -4.0856 1.4295 -3.9784
C -2.9949 1.2755 -3.1637
C -2.3322 0.0366 -3.0545
C -1.2034 -0.0313 -2.1393
O -0.9324 0.9478 -1.4078
N -0.4582 -1.1908 -2.1805
N 0.5729 -1.3172 -1.4467
C 1.1725 -2.3380 -0.9643
C 2.5364 -2.3297 -0.4947
C 3.0359 -3.4620 0.1254
C 4.3558 -3.5106 0.5610
C 5.2216 -2.4121 0.3780
C 4.7788 -1.2809 -0.2371
C 3.4133 -1.1750 -0.7092
O 3.0034 -0.1448 -1.2653
H -1.4006 -2.2563 -3.3442
H -4.2770 -1.7493 -5.1807
H -5.4214 0.4349 -5.3419
H -4.5764 2.3885 -4.0603
H -2.6174 2.1067 -2.5855
H 0.5983 -3.2627 -0.8925
H 2.3924 -4.3217 0.2660
H 4.7270 -4.4065 1.0393
H 6.2436 -2.4834 0.7249
H 5.4150 -0.4213 -0.4000
Br -2.1533 1.6896 2.2854
C -1.0550 2.2932 3.6967
C -1.6472 3.1589 4.6102
C -0.9336 3.6326 5.6967
C 0.3846 3.2456 5.8838
C 0.9841 2.3911 4.9759
C 0.2666 1.9180 3.8827
I 1.3586 0.6199 2.6425
H -2.6771 3.4507 4.4608
H -1.4127 4.3027 6.3971
H 0.9508 3.6100 6.7296
H 2.0166 2.1001 5.1163

***

Which value of net charge does entry 4 give?
0